The following is a DFT calculation (ωB97M-V with the def2-TZVPD basis set) of 2 unconnected molecules or ions with the total composition C2H6N2O3 at a distorted geometry.

Geometry as XYZ:
```
13
Properties=species:S:1:pos:R:3:forces:R:3:mulliken_charge:R:1
N -0.824 0.027 -1.190 -0.023 -0.354 0.546 -0.284
C 0.191 0.910 -1.253 0.143 0.250 -1.016 0.444
O 0.471 1.545 -2.246 0.043 -0.067 0.243 -0.589
N 0.985 1.010 -0.070 -0.651 -0.396 0.252 -0.057
C 0.400 1.212 1.150 0.597 0.156 0.022 0.027
O -0.759 1.496 1.310 -0.239 -0.125 0.182 -0.534
H -0.956 -0.544 -0.367 0.013 0.221 -0.143 0.216
H -1.524 0.028 -1.908 0.078 0.090 -0.118 0.204
H 1.949 0.740 -0.140 0.152 0.190 0.017 0.221
H 1.125 1.148 1.980 -0.038 -0.030 -0.014 0.359
O -0.043 -2.313 0.947 0.146 0.359 -0.068 -0.662
H -0.832 -2.257 1.494 -0.063 -0.233 -0.017 0.331
H -0.184 -3.003 0.292 -0.159 -0.060 0.116 0.323
```
Positions in Å, forces in eV/Å.

Net charge: 0
Energy relative to the best compared isomer or geometry (same formula, charge and spin) in kJ/mol: 56.6
Kohn-Sham gap in eV: 10.4
SMILES: NC(=O)NC=O.O

---

The following is a DFT calculation (ωB97M-V with the def2-TZVPD basis set) of 3 unconnected molecules or ions with the total composition C2H6N2O3 at a distorted geometry.

Geometry as XYZ:
```
13
Properties=species:S:1:pos:R:3:forces:R:3:mulliken_charge:R:1
C -0.617 -0.573 1.861 -0.563 1.143 0.426 0.641
C -1.956 -0.863 -1.298 0.814 0.382 0.278 -0.056
N -2.317 -2.076 -1.631 -1.139 -1.477 0.925 -0.239
N 3.930 2.798 1.597 -2.406 0.612 -3.128 -0.663
O -1.012 -1.548 1.462 -0.734 -3.870 -1.337 -0.272
O -0.364 0.443 2.301 1.309 2.591 1.024 -0.353
O -1.669 -0.211 -2.428 0.565 2.136 1.875 -0.309
H -2.524 -2.156 -2.604 -0.236 -1.107 -0.899 0.102
H -2.680 -2.819 -1.010 0.511 1.199 -0.425 0.255
H 2.952 2.819 1.091 2.490 0.145 2.099 0.246
H 4.336 1.948 1.278 0.526 -0.692 0.019 0.210
H 3.937 2.848 2.582 -0.617 -0.070 1.010 0.211
H -2.015 -0.611 -3.200 -0.519 -0.993 -1.868 0.226
```
Positions in Å, forces in eV/Å.

Net charge: 0
Energy relative to the best compared isomer or geometry (same formula, charge and spin) in kJ/mol: 272.5
Kohn-Sham gap in eV: 9.8

---

The following is a DFT calculation (ωB97M-V with the def2-TZVPD basis set) of 2 unconnected molecules or ions with the total composition C2H6N2O3 at a distorted geometry.

Geometry as XYZ:
```
13
Properties=species:S:1:pos:R:3:forces:R:3:mulliken_charge:R:1
N -1.261 -0.102 -1.782 0.379 1.005 -0.030 -0.373
C -0.238 -0.628 -1.097 -2.303 -4.863 1.914 0.739
O -0.394 -1.101 0.087 -0.117 1.350 -2.896 -0.657
O 0.716 -1.101 -1.906 0.695 0.818 0.502 -0.456
H -2.021 0.298 -1.257 0.110 -0.069 -0.047 0.243
H -1.103 0.197 -2.731 -0.068 0.080 0.107 0.233
H 1.406 -1.450 -1.314 -0.185 0.030 -0.209 0.387
C 0.327 0.607 2.078 -0.316 -0.270 -0.308 -0.580
N 1.093 0.148 0.912 0.612 3.886 -3.162 0.061
O 1.003 0.985 -0.081 0.893 -2.014 4.238 -0.412
H -0.584 1.116 1.755 0.136 -0.002 0.063 0.289
H 0.959 1.296 2.642 0.128 -0.039 -0.110 0.270
H 0.097 -0.264 2.693 0.037 0.088 -0.060 0.256
```
Positions in Å, forces in eV/Å.

Net charge: 0
Energy relative to the best compared isomer or geometry (same formula, charge and spin) in kJ/mol: 423.1
Kohn-Sham gap (spin up / spin down) in eV: 8.8 / 8.8
SMILES: NC(=O)O.CN=O

---

- Number 1 is which compound?
  C2H6N2O3

---

- Which formula does entry 1 have?
  C2H6N2O3

---

Copy entry 1 word for word.
The following is a DFT calculation (ωB97M-V with the def2-TZVPD basis set) of 2 unconnected molecules or ions with the total composition C2H6N2O3 at a distorted geometry.

Geometry as XYZ:
```
13
Properties=species:S:1:pos:R:3:forces:R:3:mulliken_charge:R:1
N -0.824 0.027 -1.190 -0.023 -0.354 0.546 -0.284
C 0.191 0.910 -1.253 0.143 0.250 -1.016 0.444
O 0.471 1.545 -2.246 0.043 -0.067 0.243 -0.589
N 0.985 1.010 -0.070 -0.651 -0.396 0.252 -0.057
C 0.400 1.212 1.150 0.597 0.156 0.022 0.027
O -0.759 1.496 1.310 -0.239 -0.125 0.182 -0.534
H -0.956 -0.544 -0.367 0.013 0.221 -0.143 0.216
H -1.524 0.028 -1.908 0.078 0.090 -0.118 0.204
H 1.949 0.740 -0.140 0.152 0.190 0.017 0.221
H 1.125 1.148 1.980 -0.038 -0.030 -0.014 0.359
O -0.043 -2.313 0.947 0.146 0.359 -0.068 -0.662
H -0.832 -2.257 1.494 -0.063 -0.233 -0.017 0.331
H -0.184 -3.003 0.292 -0.159 -0.060 0.116 0.323
```
Positions in Å, forces in eV/Å.

Net charge: 0
Energy relative to the best compared isomer or geometry (same formula, charge and spin) in kJ/mol: 56.6
Kohn-Sham gap in eV: 10.4
SMILES: NC(=O)NC=O.O

---

- net charge of number 2 (C2H6N2O3)?
  0